{"formula": "C38H73BrN12O16P2", "method": "the ωB97M-V functional and the def2-TZVPD basis", "elements": ["C", "C", "C", "N", "C", "C", "P", "N", "C", "C", "O", "N", "O", "C", "P", "O", "O", "O", "C", "C", "C", "O", "N", "C", "C", "O", "Br", "C", "O", "H", "H", "H", "H", "H", "H", "H", "H", "H", "H", "H", "H", "H", "H", "H", "H", "H", "C", "C", "O", "N", "C", "H", "H", "H", "H", "H", "H", "H", "C", "C", "O", "N", "C", "H", "H", "H", "H", "H", "H", "H", "C", "C", "O", "N", "C", "H", "H", "H", "H", "H", "H", "H", "C", "C", "O", "N", "C", "H", "H", "H", "H", "H", "H", "H", "C", "C", "O", "N", "C", "H", "H", "H", "H", "H", "H", "H", "C", "C", "O", "N", "C", "H", "H", "H", "H", "H", "H", "H", "C", "C", "O", "N", "C", "H", "H", "H", "H", "H", "H", "H", "C", "C", "O", "N", "C", "H", "H", "H", "H", "H", "H", "H"], "positions_angstrom": [[5.1723, -3.6186, 0.8709], [3.7546, -3.7073, 1.4944], [2.6101, -3.7533, 0.4817], [2.8499, -2.8772, -0.7056], [1.7550, -2.0970, -1.0118], [0.5584, -2.6179, -1.4810], [0.4772, -4.4649, -1.7323], [1.7707, -5.0703, -2.3538], [-0.4946, -1.8094, -1.7609], [-1.8268, -2.3660, -2.2431], [-2.2813, -3.4967, -1.5033], [-2.6706, -3.0430, -0.1870], [-2.0481, -3.5776, 0.6390], [-0.3981, -0.4296, -1.6172], [-1.7293, 0.7171, -2.0295], [-2.6052, 0.8923, -0.8649], [-2.5916, 0.2995, -3.3140], [-1.1107, 2.1334, -2.3991], [0.7852, 0.0543, -1.1383], [1.8638, -0.7429, -0.8470], [3.0495, 0.0795, -0.3961], [4.0269, -0.2366, 0.2290], [2.7256, 1.3995, -0.8474], [3.3264, 1.8917, -2.0942], [3.9984, 0.7905, -2.9271], [5.1428, 0.5050, -2.7876], [2.9751, -0.1730, -4.2963], [1.3035, 1.4746, -0.7809], [0.7765, 2.4951, -0.4463], [5.5706, -2.6242, 1.0855], [5.8221, -4.3062, 1.4103], [5.1666, -3.8134, -0.1986], [3.7054, -4.6496, 2.0409], [3.5553, -2.9373, 2.2425], [1.6968, -3.4109, 0.9762], [2.4534, -4.7681, 0.1167], [3.6011, -2.2157, -0.5408], [-0.6379, -4.7672, -2.5422], [0.2272, -4.9520, -0.4250], [1.5527, -5.5472, -3.2309], [-1.8310, -2.5678, -3.3144], [-2.5799, -1.5970, -2.0375], [-2.2276, -0.4664, -3.7785], [-1.5201, 2.8130, -1.8453], [2.6136, 2.4833, -2.6753], [4.1385, 2.5664, -1.8221], [0.8788, 0.3505, 4.2343], [-0.0345, -0.0847, 3.1114], [-0.0342, -1.2340, 2.6851], [-0.8661, 0.8447, 2.5783], [-1.0268, 2.2433, 2.9115], [1.4771, -0.4995, 4.5492], [1.5492, 1.1409, 3.8950], [0.2994, 0.7024, 5.0894], [-1.4467, 0.4699, 1.8393], [-2.0568, 2.4312, 3.2211], [-0.8199, 2.8282, 2.0124], [-0.3536, 2.5435, 3.7087], [-4.9135, 1.5549, 6.6421], [-3.4785, 1.7445, 6.2172], [-2.9217, 2.8319, 6.2720], [-2.8036, 0.6587, 5.7615], [-3.2762, -0.7063, 5.6157], [-5.3090, 2.5087, 6.9778], [-5.5161, 1.2042, 5.8031], [-4.9757, 0.8430, 7.4660], [-1.8533, 0.8656, 5.4979], [-2.6519, -1.3670, 6.2197], [-3.1869, -1.0052, 4.5696], [-4.3097, -0.8062, 5.9294], [-6.5819, 5.0286, 0.6618], [-7.0237, 3.6520, 0.2241], [-8.2030, 3.3410, 0.1619], [-6.0565, 2.7555, -0.1032], [-4.6147, 2.9346, -0.0929], [-7.4618, 5.6237, 0.8872], [-5.9659, 4.9638, 1.5598], [-6.0234, 5.5212, -0.1353], [-6.4218, 1.8594, -0.3854], [-4.2309, 2.7558, -1.0954], [-4.1724, 2.2045, 0.5820], [-4.3387, 3.9354, 0.2270], [-0.7181, -8.0353, -4.3926], [0.7226, -7.8590, -4.8075], [1.3043, -6.7900, -4.6956], [1.3690, -8.9370, -5.3165], [0.8572, -10.2785, -5.5265], [-1.0912, -7.0904, -4.0083], [-1.3281, -8.3276, -5.2484], [-0.7987, -8.7864, -3.6060], [2.3259, -8.7454, -5.5702], [1.4606, -10.9850, -4.9544], [0.9366, -10.5301, -6.5854], [-0.1788, -10.3632, -5.2172], [1.2192, 5.6680, -5.8986], [0.8165, 4.7774, -4.7495], [1.6134, 4.4326, -3.8844], [-0.4736, 4.3537, -4.6953], [-1.5598, 4.6392, -5.6131], [2.2721, 5.9148, -5.8003], [1.0714, 5.1538, -6.8488], [0.6412, 6.5932, -5.8834], [-0.6562, 3.7639, -3.8994], [-2.3691, 5.1303, -5.0696], [-1.9364, 3.7010, -6.0245], [-1.2371, 5.2804, -6.4263], [-1.7461, 5.9394, 7.4230], [-0.3365, 6.4524, 7.2691], [0.3987, 6.6400, 8.2252], [0.1046, 6.7058, 6.0050], [-0.6128, 6.5447, 4.7548], [-1.9533, 5.7843, 8.4775], [-2.4587, 6.6676, 7.0322], [-1.8618, 4.9876, 6.9032], [1.0526, 7.0460, 5.9727], [-0.0708, 5.8426, 4.1176], [-0.6650, 7.5084, 4.2440], [-1.6187, 6.1728, 4.9186], [-1.4921, -5.0853, 2.9116], [-0.2826, -5.8444, 3.3950], [0.6041, -6.2041, 2.6344], [-0.2002, -6.1285, 4.7227], [-1.1408, -5.7915, 5.7737], [-1.4190, -4.9281, 1.8355], [-2.3980, -5.6593, 3.1201], [-1.5495, -4.1077, 3.3934], [0.6329, -6.6381, 4.9724], [-0.6361, -5.1799, 6.5240], [-1.4901, -6.7093, 6.2504], [-1.9933, -5.2456, 5.3843], [6.9932, 4.4785, -6.5883], [5.5197, 4.2258, -6.3758], [4.6790, 4.5717, -7.1913], [5.1491, 3.5919, -5.2321], [5.9935, 3.1084, -4.1507], [7.1278, 4.9881, -7.5376], [7.3897, 5.1120, -5.7937], [7.5410, 3.5357, -6.6184], [4.1514, 3.4575, -5.1574], [5.8451, 2.0373, -4.0422], [5.6896, 3.6037, -3.2259], [7.0429, 3.3098, -4.3368]], "smiles": "CCCNc1c([PH2]=N)c(CON=O)c(P(=O)(O)O)c2c1C(=O)N(CC(=O)Br)C2=O.CNC(C)=O.CNC(C)=O.CNC(C)=O.CNC(C)=O.CNC(C)=O.CNC(C)=O.CNC(C)=O.CNC(C)=O", "homo_lumo_gap_ev": 7.2177, "homo_ev": -8.1, "total_charge": 0}

---

{"formula": "C38H74F6MnN2O10", "method": "the ωB97M-V functional and the def2-TZVPD basis", "elements": ["Mn", "C", "O", "O", "C", "F", "F", "F", "C", "C", "H", "H", "H", "H", "H", "H", "C", "O", "O", "C", "F", "F", "F", "C", "C", "H", "H", "H", "H", "H", "H", "C", "C", "C", "C", "C", "C", "N", "O", "C", "C", "C", "H", "H", "H", "H", "H", "H", "H", "H", "H", "H", "H", "H", "H", "H", "H", "H", "H", "H", "H", "C", "C", "C", "C", "C", "C", "N", "O", "C", "C", "C", "H", "H", "H", "H", "H", "H", "H", "H", "H", "H", "H", "H", "H", "H", "H", "H", "H", "H", "H", "C", "C", "O", "C", "H", "H", "H", "H", "H", "H", "C", "C", "O", "C", "H", "H", "H", "H", "H", "H", "C", "C", "O", "C", "H", "H", "H", "H", "H", "H", "C", "C", "O", "C", "H", "H", "H", "H", "H", "H"], "positions_angstrom": [[-2.0621, 16.8380, 36.4858], [-1.9762, 16.2559, 39.3730], [-2.9098, 15.7560, 38.4717], [-1.2270, 17.0965, 38.4418], [-2.4849, 17.0293, 40.6918], [-2.6505, 16.1598, 41.6865], [-1.7924, 18.0523, 41.1869], [-3.6338, 17.6321, 40.5319], [-3.7606, 14.7292, 39.0082], [-4.5254, 14.1214, 37.8639], [-3.9127, 13.9126, 36.9868], [-5.0305, 13.2428, 38.2649], [-5.3494, 14.7767, 37.5817], [-4.4171, 15.1381, 39.7763], [-3.1550, 13.8569, 39.2539], [-1.4435, 15.3555, 39.6787], [-4.6586, 17.1589, 35.2295], [-4.1916, 17.9808, 36.2974], [-3.5983, 16.1810, 35.2139], [-6.1823, 16.7559, 35.3275], [-6.9483, 17.8183, 34.9426], [-6.5293, 15.7252, 34.5890], [-6.6229, 16.4143, 36.5320], [-4.6735, 19.4173, 36.3618], [-3.5629, 20.1062, 37.1199], [-2.8057, 20.5529, 36.4755], [-3.9714, 20.9618, 37.6577], [-3.0933, 19.4337, 37.8378], [-5.6450, 19.4675, 36.8536], [-4.8056, 19.8975, 35.3922], [-4.5561, 17.7607, 34.3265], [-6.3396, 15.9278, 29.5283], [-6.4160, 17.3112, 30.3172], [-5.0966, 17.5886, 31.0270], [-3.9336, 18.2205, 30.1545], [-4.4227, 19.5452, 29.5084], [-5.7442, 19.2891, 28.6851], [-6.7218, 18.4074, 29.4224], [-8.0902, 18.4500, 28.8891], [-6.5035, 20.7113, 28.5491], [-5.3075, 18.6515, 27.3307], [-7.5137, 17.2064, 31.2855], [-6.1121, 15.0415, 30.1205], [-5.5581, 16.0534, 28.7789], [-7.3025, 15.8284, 29.0272], [-5.3587, 18.1962, 31.8931], [-4.6885, 16.7493, 31.5901], [-3.6856, 17.4220, 29.4551], [-3.0370, 18.4419, 30.7334], [-3.5606, 19.7944, 28.8897], [-4.5667, 20.2350, 30.3400], [-6.9678, 21.0285, 29.4828], [-5.7894, 21.4509, 28.1870], [-7.2716, 20.6040, 27.7831], [-6.1449, 18.5999, 26.6348], [-4.4418, 19.1729, 26.9223], [-5.1767, 17.5700, 27.3677], [-7.1003, 16.6421, 32.1214], [-8.3119, 16.6323, 30.8150], [-7.9095, 18.1549, 31.6487], [-8.5501, 18.9104, 29.5950], [-9.8446, 23.9336, 35.6221], [-9.0750, 22.6209, 35.1978], [-10.1001, 21.4085, 35.2854], [-10.8888, 21.2756, 33.9030], [-9.9382, 21.1430, 32.7151], [-8.9713, 22.3286, 32.7353], [-8.2816, 22.6117, 34.0224], [-7.3286, 23.6340, 33.9509], [-7.9162, 21.9015, 31.6539], [-9.7171, 23.6720, 32.3571], [-8.1951, 22.3061, 36.4180], [-10.9081, 24.0525, 35.4150], [-9.3475, 24.8016, 35.1889], [-9.7924, 24.0146, 36.7078], [-9.6217, 20.4312, 35.3504], [-10.8774, 21.4875, 36.0454], [-11.5365, 22.1474, 33.8104], [-11.4225, 20.3270, 33.8439], [-10.4971, 21.2419, 31.7845], [-9.5579, 20.1298, 32.8453], [-7.1597, 22.6810, 31.5633], [-7.5159, 20.9279, 31.9365], [-8.5049, 21.8549, 30.7377], [-9.1870, 24.5962, 32.5873], [-9.8661, 23.6650, 31.2774], [-10.7080, 23.7796, 32.7983], [-8.5807, 22.4499, 37.4273], [-7.3179, 22.9466, 36.5102], [-7.7355, 21.3206, 36.3431], [-7.9217, 24.3831, 33.8574], [0.1609, 18.6159, 33.2250], [-0.2447, 18.8366, 34.7629], [-0.5910, 17.9301, 35.5314], [-0.1717, 20.2395, 35.2773], [-0.8053, 18.6864, 32.7254], [0.8178, 17.7471, 33.2674], [0.7346, 19.4659, 32.8555], [0.7712, 20.7118, 35.0013], [-0.2966, 20.2781, 36.3594], [-0.9362, 20.9110, 34.8864], [-2.7258, 13.4840, 33.2093], [-2.2260, 14.4625, 32.2322], [-1.1507, 14.9787, 32.4689], [-3.0238, 14.6120, 30.9668], [-3.5496, 13.8894, 33.7968], [-1.8828, 13.2982, 33.8748], [-3.0902, 12.5972, 32.6908], [-2.4024, 14.1187, 30.2194], [-3.1355, 15.6375, 30.6146], [-3.9945, 14.1218, 31.0415], [-4.0216, 23.6551, 36.1169], [-2.6443, 24.2469, 35.9418], [-1.8175, 23.5173, 35.4364], [-2.3684, 25.6884, 36.3347], [-4.5487, 23.6326, 35.1631], [-4.4699, 24.3339, 36.8423], [-3.8950, 22.6654, 36.5557], [-2.2957, 25.6963, 37.4223], [-3.1606, 26.3706, 36.0263], [-1.3734, 26.0268, 36.0458], [0.7200, 13.7954, 35.1416], [0.0061, 14.3691, 36.3321], [-0.9507, 15.1047, 36.0910], [0.3908, 13.8284, 37.6430], [0.3084, 12.8072, 34.9361], [1.7953, 13.8258, 35.3173], [0.4601, 14.4986, 34.3504], [0.7330, 14.6630, 38.2549], [1.1290, 13.0265, 37.6285], [-0.5080, 13.5647, 38.2003]], "multiplicity": 6, "homo_lumo_gap_ev": [8.2431, 8.3046], "homo_ev": [-7.8, -7.9], "total_charge": 0}

---

{"formula": "C38H75F3N4O9P2S2", "method": "the ωB97M-V functional and the def2-TZVPD basis", "elements": ["C", "C", "O", "P", "O", "C", "C", "C", "N", "C", "C", "C", "S", "C", "N", "C", "S", "O", "C", "C", "C", "C", "F", "F", "F", "C", "C", "O", "C", "C", "C", "C", "C", "C", "P", "C", "C", "O", "C", "C", "H", "H", "H", "H", "H", "H", "H", "H", "H", "H", "H", "H", "H", "H", "H", "H", "H", "H", "H", "H", "H", "H", "H", "H", "H", "H", "H", "H", "H", "H", "H", "H", "H", "H", "H", "H", "H", "H", "H", "H", "H", "H", "H", "H", "H", "C", "O", "C", "C", "N", "C", "C", "O", "C", "H", "H", "H", "H", "H", "H", "H", "H", "H", "H", "H", "H", "H", "H", "H", "C", "O", "C", "C", "N", "C", "C", "O", "C", "H", "H", "H", "H", "H", "H", "H", "H", "H", "H", "H", "H", "H", "H", "H"], "positions_angstrom": [[-1.7357, 4.1046, 6.2679], [-1.5090, 3.9615, 4.6806], [-2.6492, 4.5310, 3.9667], [-2.7052, 3.9873, 2.3426], [-3.7509, 4.7671, 1.5135], [-3.2619, 2.1923, 2.3758], [-3.0136, 1.3818, 1.0073], [-4.1405, 0.2699, 0.6739], [-3.6237, -1.0433, 1.1559], [-4.0204, -1.2739, 2.5765], [-2.7516, -1.6554, 3.5317], [-3.9795, -2.1759, 0.2533], [-3.5805, -3.8618, 1.0256], [-5.6008, -2.2317, -0.0679], [-6.1756, -3.6096, 0.1959], [-3.1105, -2.1755, -1.1490], [-3.7014, -3.7386, -2.0416], [-1.7481, -2.2261, -0.7323], [-0.7463, -1.9443, -1.7147], [-1.2058, -1.5333, -3.1892], [0.0068, -1.2853, -4.2372], [0.2327, 0.2365, -4.6545], [1.3563, 0.8315, -3.9740], [-0.9135, 1.0618, -4.6141], [0.6415, 0.2182, -6.0438], [0.1240, -3.3242, -1.8820], [0.0068, -4.2947, -0.6122], [-0.6143, -5.4006, -0.7613], [0.6379, -4.0403, 0.8215], [1.5296, -5.1911, 1.4327], [2.1567, -5.0363, 2.8663], [1.9776, -3.7540, 3.7449], [1.0908, -2.6220, 3.1296], [0.4390, -2.7889, 1.7088], [0.3149, -0.5111, -0.9755], [-0.3776, 1.1864, -1.4248], [2.1489, -0.7068, -1.3538], [-1.1355, 4.0077, 1.6622], [-0.8373, 5.3981, 1.3355], [0.6220, 5.4869, 0.6559], [-2.6360, 3.4549, 6.5856], [-0.8418, 3.7284, 6.8868], [-2.0334, 5.1885, 6.5455], [-0.5656, 4.5160, 4.3320], [-1.3503, 2.8408, 4.4721], [-2.6649, 1.6310, 3.1981], [-4.3692, 2.0445, 2.6645], [-2.9402, 2.1336, 0.1377], [-2.0235, 0.7920, 1.1212], [-4.3147, 0.3237, -0.4614], [-5.1551, 0.5758, 1.1494], [-4.9100, -1.9838, 2.7193], [-4.3801, -0.2487, 2.9818], [-1.8130, -1.3097, 2.9468], [-2.7486, -1.0751, 4.5154], [-2.6304, -2.7834, 3.6736], [-4.3423, -4.0333, 2.1713], [-5.8180, -1.9451, -1.1512], [-6.1939, -1.5361, 0.6451], [-6.5423, -3.6731, 1.1530], [-6.8865, -3.8488, -0.5069], [-3.4531, -1.2202, -1.6777], [-2.9567, -4.8225, -1.6012], [-1.8317, -2.3818, -3.6729], [-1.9237, -0.6449, -3.1038], [1.0110, -1.6967, -3.8897], [-0.2410, -1.8510, -5.2159], [1.1915, -3.1382, -2.2384], [-0.4029, -3.8839, -2.7503], [1.6860, -6.1506, 0.8469], [2.7713, -5.9023, 3.2916], [2.4444, -3.6374, 4.7866], [0.9485, -1.6856, 3.7703], [-0.2173, -1.9276, 1.3605], [0.3969, 1.9129, -1.8892], [-0.6874, 1.6912, -0.4306], [-1.3115, 1.1880, -2.0814], [2.6176, 0.3389, -1.5208], [2.6759, -1.1349, -0.4269], [2.4175, -1.3430, -2.2625], [-0.8812, 6.0722, 2.2575], [-1.5901, 5.8015, 0.5746], [0.6366, 4.9664, -0.3597], [0.9490, 6.5864, 0.5362], [1.3491, 4.9444, 1.3605], [7.5412, -10.0585, 0.9839], [7.1958, -9.6353, -0.3251], [6.4227, -10.5950, -1.0464], [4.9817, -10.1066, -1.2316], [4.2537, -10.1166, 0.0385], [2.9663, -9.4195, -0.0166], [2.9873, -7.9128, -0.3191], [3.5694, -7.1184, 0.7136], [4.9849, -7.0315, 0.6644], [8.2705, -9.3528, 1.3879], [6.6674, -10.0563, 1.6407], [7.9946, -11.0547, 0.9728], [6.4512, -11.5845, -0.5773], [6.8806, -10.6908, -2.0346], [4.4717, -10.7591, -1.9457], [5.0320, -9.0985, -1.6558], [4.8231, -9.6766, 0.7516], [2.4997, -9.5563, 0.9651], [2.3210, -9.9235, -0.7432], [1.9438, -7.5858, -0.3887], [3.4375, -7.6807, -1.2901], [5.3705, -7.0662, -0.3572], [5.4315, -7.8211, 1.2703], [5.2789, -6.0789, 1.1104], [-1.5259, 9.9607, 0.2573], [-0.8803, 8.9814, -0.5407], [-1.5319, 8.7507, -1.7905], [-0.6888, 9.2879, -2.9524], [-0.6693, 10.7517, -2.9578], [0.3221, 11.3229, -3.8730], [1.8032, 11.0213, -3.5940], [2.3055, 11.6191, -2.4024], [2.0514, 10.8822, -1.2171], [-1.0724, 9.9425, 1.2509], [-1.3870, 10.9612, -0.1603], [-2.5943, 9.7470, 0.3616], [-2.5463, 9.1633, -1.8091], [-1.6201, 7.6669, -1.9052], [-1.1094, 8.9286, -3.8957], [0.3192, 8.8750, -2.8411], [-0.4677, 11.0850, -2.0226], [0.1894, 12.4095, -3.8315], [0.0788, 11.0163, -4.8955], [2.3805, 11.4669, -4.4109], [2.0301, 9.9499, -3.6185], [2.0425, 9.8033, -1.3898], [1.1123, 11.2064, -0.7664], [2.8460, 11.1091, -0.5031]], "smiles": "CCOP(=O)(CCCN(CC)[C@@](S)(CN)[C@H](S)O[C@](CCC(F)(F)F)(CC(=O)c1ccccc1)P(C)C)OCC.COCCNCCOC.COCCNCCOC", "homo_lumo_gap_ev": 7.9678, "homo_ev": -7.7, "total_charge": 0}

---

Number 1: electronic energy -179851.740 eV. Number 2: electronic energy -111681.283 eV. Number 3: electronic energy -113398.715 eV.